C6H8DyLiO6 | ωB97M-V/def2-TZVPD

Element x y z (Å)
Li1 -0.03 -1.92 1.57
O1 -0.08 0.00 0.98
O2 1.41 -1.52 0.27
C1 1.60 -2.23 -0.94
C2 0.78 -1.44 -1.99
O3 0.08 -0.48 -1.22
C3 0.91 -0.17 -0.06
H1 2.67 -2.26 -1.20
H2 1.21 -3.25 -0.81
H3 0.05 -2.08 -2.51
H4 1.43 -0.94 -2.72
Dy1 -2.22 -1.04 -0.27
O4 -2.48 0.97 -0.74
O5 1.73 0.76 -0.18
C4 -0.02 1.32 1.66
C5 -1.26 2.12 1.33
O6 -1.28 2.67 0.01
C6 -1.98 2.09 -1.02
H5 -0.04 1.16 2.75
H6 0.98 1.75 1.55
H7 -1.30 2.98 2.02
H8 -2.16 1.51 1.51

Computed properties:
Energy relative to the best compared isomer or geometry (same formula, charge and spin) (kJ/mol): 0.0
F_max (Eh/bohr): 0.0639
LUMO energy (alpha / beta) (hartree): -0.0235 / -0.0232
2S+1: 6
HOMO-LUMO gap (alpha / beta) (eV): 6.759 / 5.166
HOMO energy (alpha / beta) (eV): -7.4 / -5.8